# 1
Computed, not measured: a structure of composition C26H40GaN5O2SSi4 in a non-equilibrium geometry, with the ωB97M-V functional and the def2-TZVPD basis.

Positions of all 79 atoms, in Å:
Ga  -0.24056  0.10934  0.26608
N  -2.15658  7.92433  -0.55978
C  -1.80675  6.59387  -0.87281
C  -0.41146  6.18606  -0.84047
C  -0.17920  4.81613  -1.09502
C  -1.23286  3.88017  -1.14152
C  -2.54926  4.23755  -1.02190
C  -2.84606  5.58466  -0.95297
S  -0.89163  2.25796  -1.62978
O  0.52026  1.95489  -1.30054
O  -1.26936  2.27668  -3.02209
N  -1.68161  1.15980  -0.60712
C  -2.98607  0.60697  -0.63211
N  -2.98512  -0.67425  -0.05169
C  -4.22386  -1.13862  0.18122
C  -5.38751  -0.61227  -0.39255
C  -5.23593  0.59205  -1.06204
N  -4.05192  1.15461  -1.21325
H  -1.66887  8.54346  -1.22217
H  -3.13715  8.17083  -0.68708
H  0.41601  6.84975  -0.79702
H  0.85338  4.53878  -1.26955
H  -3.34427  3.48719  -0.94395
H  -3.86490  5.90053  -0.90632
H  -4.42882  -2.05994  0.82016
H  -6.36195  -0.98419  -0.18960
H  -6.04683  1.23635  -1.46696
C  4.41222  -2.67580  -0.03422
Si  3.35047  -1.11047  -0.03758
C  4.07070  0.02312  -1.31829
C  3.48080  -0.21925  1.68871
Si  1.17051  -1.70913  -0.48349
Si  0.61139  -2.55649  -2.60017
C  -1.19893  -3.24203  -2.63674
C  1.85212  -3.94963  -2.96291
C  0.75101  -1.17310  -3.85988
Si  0.49743  -3.53088  0.97553
C  -1.34451  -3.68834  1.31833
C  1.47598  -3.46591  2.51678
C  1.01301  -5.19652  0.24916
H  3.98753  -3.46742  0.56659
H  5.36903  -2.31568  0.36618
H  4.49181  -2.99857  -1.08384
H  5.08991  -0.30751  -1.45706
H  4.17794  1.07745  -1.01365
H  3.63626  0.09707  -2.34283
H  3.36048  -0.99751  2.48309
H  2.67236  0.49985  1.76861
H  4.32703  0.36790  1.98224
H  -1.83825  -2.72442  -3.44226
H  -1.79677  -3.15640  -1.74971
H  -1.14449  -4.27889  -2.89509
H  2.62244  -3.72796  -2.18047
H  2.30330  -3.92332  -3.94439
H  1.34449  -4.87247  -2.64799
H  -0.15152  -0.50783  -3.91987
H  0.89629  -1.59528  -4.89686
H  1.64806  -0.73068  -3.60360
H  -1.88504  -2.82791  1.63990
H  -1.31257  -4.49402  2.09624
H  -1.89231  -4.10471  0.40228
H  1.20206  -4.31897  3.12760
H  1.44527  -2.57716  3.12538
H  2.55577  -3.59954  2.24215
H  0.69702  -5.97474  0.98486
H  2.07398  -5.31175  0.14361
H  0.59613  -5.42689  -0.73493
N  0.09166  3.52186  6.69897
C  0.15761  2.97085  5.66295
C  0.18970  2.24309  4.47404
C  0.68399  2.89058  3.28879
C  0.70706  2.25023  2.07725
C  0.14918  0.91575  2.02426
C  -0.25157  0.27694  3.22260
C  -0.16501  0.87130  4.45854
H  0.86467  3.95942  3.39877
H  1.01121  2.67200  1.14566
H  -0.56463  -0.75147  3.00481
H  -0.29338  0.27854  5.32276

Forces on the atoms, in the same order (eV/Å):
Ga 0.6 -0.2 -0.6
N 0.4 0.6 -1.5
C 0.1 -1.6 1.2
C -3.1 -1.7 -1.2
C -0.4 0.9 0.2
C 1.3 0.5 0.6
C -0.7 0.6 0.3
C 1.8 1.2 0.3
S 0.5 -0.8 -0.2
O -1.3 -0.2 0.2
O -0.1 -1.1 0.7
N -0.6 0.3 -1.0
C 1.0 -2.1 -0.7
N -1.1 2.1 0.6
C -0.5 -1.4 -0.1
C 0.7 1.3 0.3
C -0.4 0.2 -0.3
N 1.6 1.1 0.6
H 0.0 -0.1 0.8
H 0.1 -0.6 0.2
H 0.3 0.7 0.2
H -0.1 -0.4 0.2
H 0.3 0.3 -0.4
H -0.5 0.2 0.1
H 1.1 1.1 -0.9
H -0.5 -0.5 0.2
H 0.3 -1.0 0.2
C -0.2 0.9 -0.4
Si 0.4 0.5 1.1
C 0.1 1.1 -1.2
C -0.8 -1.3 -0.1
Si -1.5 -0.5 0.4
Si -1.0 0.1 -0.3
C -0.2 1.4 -1.4
C -0.1 0.8 1.8
C -2.2 -1.5 -1.7
Si 0.1 0.5 -1.4
C 0.1 -1.9 -1.1
C 1.5 -0.2 0.4
C -0.8 -0.4 0.3
H 0.1 -0.2 0.2
H 0.0 -0.5 -0.2
H 0.3 -0.1 0.4
H 0.5 -0.2 -0.2
H -0.3 -0.4 0.2
H 0.0 -0.4 0.8
H -0.1 0.6 -0.5
H -0.4 -0.2 0.1
H 1.0 0.1 -0.4
H 1.1 -0.7 1.0
H 0.0 0.1 0.7
H -0.1 -0.8 -0.2
H -0.2 -0.5 -0.8
H -0.1 -0.3 -0.2
H 0.5 0.0 -0.6
H 1.1 -0.3 0.4
H -0.2 0.3 0.9
H 1.7 1.7 0.3
H -0.3 0.7 0.5
H -0.5 0.6 -0.4
H 0.8 0.5 1.2
H 0.0 -0.2 0.3
H -0.2 0.4 0.2
H -0.8 0.0 0.2
H 0.0 0.4 -0.6
H 0.7 0.1 0.0
H -0.2 0.0 0.2
N 0.2 -1.2 -2.6
C -0.3 1.8 4.0
C 0.8 -1.2 -2.2
C -1.0 0.3 1.4
C -1.5 -2.5 0.5
C 0.0 1.6 0.7
C 0.6 -0.4 -2.4
C 0.5 1.4 -1.0
H 0.4 -0.2 -0.2
H 0.3 0.6 -0.3
H -0.1 0.2 1.0
H -0.5 -0.1 1.0

Summary:
Gap between HOMO and LUMO (eV): 8.51
Charge: 0
LUMO (eV): 0.1

Here are the Mulliken charges for atoms 1 to 2, given in e: Ga -0.70; N -0.64

***

# 2
Computed, not measured: a structure of composition C24H19ClF3N2O5RhS2 in a non-equilibrium geometry, with the ωB97M-V functional and the def2-TZVPD basis.

Positions of all 57 atoms, in Å:
Rh  0.76506  1.76816  0.95382
C  2.83457  -5.59648  -1.75127
C  2.63352  -4.43505  -0.82976
C  2.91071  -3.13532  -1.24016
C  2.66671  -2.06359  -0.39974
C  2.13472  -2.29159  0.85511
C  1.89581  -3.57824  1.30098
C  2.15107  -4.64541  0.45996
S  1.63888  -0.90362  1.87074
O  1.32840  -1.38649  3.18216
O  2.59639  0.16783  1.71320
N  0.31677  -0.31738  1.08392
C  -0.96680  -0.68710  1.15736
C  -1.43396  -1.92716  1.58783
C  -2.79358  -2.22608  1.53055
C  -3.71202  -1.31517  1.06260
C  -3.29672  -0.02829  0.65975
C  -4.17341  0.98485  0.21717
C  -3.66699  2.21259  -0.12406
C  -2.28608  2.43453  -0.03002
N  -1.44782  1.50479  0.35941
C  -1.91591  0.29148  0.70521
H  3.46731  -5.33174  -2.59363
H  1.87017  -5.92563  -2.13888
H  3.28252  -6.43408  -1.22249
H  3.32324  -2.95891  -2.22227
H  2.89831  -1.05165  -0.68943
H  1.53024  -3.72035  2.30620
H  1.97528  -5.65305  0.80372
H  -0.72545  -2.64422  1.96604
H  -3.13281  -3.19621  1.86369
H  -4.76256  -1.56150  1.01412
H  -5.23501  0.78813  0.16103
H  -4.30904  3.01446  -0.45521
H  -1.87710  3.39980  -0.28739
F  0.19872  4.37022  0.53996
C  0.08230  4.89480  1.79165
F  0.76741  6.03227  1.78889
F  -1.20922  5.19496  1.94563
S  0.76259  3.59005  2.99489
O  0.92509  4.25746  4.23789
O  -0.27891  2.57263  2.92229
O  1.96954  3.23277  2.26127
Cl  -3.19280  0.95974  -3.64478
C  -1.61913  1.25941  -3.01076
C  -1.14618  2.56903  -2.91011
C  0.06321  2.81465  -2.31607
C  0.86226  1.75939  -1.78126
C  2.05415  2.03480  -1.09378
C  0.39605  0.42802  -2.01932
C  -0.82317  0.19110  -2.59769
H  -1.74305  3.37701  -3.30296
H  0.42554  3.82737  -2.22634
H  2.41492  3.05250  -1.06402
H  2.77561  1.25508  -0.89506
H  1.00565  -0.40685  -1.71012
H  -1.17501  -0.81872  -2.74047

Forces on the atoms, in the same order (eV/Å):
Rh -0.3 -1.8 -1.9
C 0.0 0.0 0.0
C 0.0 0.0 0.1
C 0.0 0.1 0.1
C 0.0 0.0 0.0
C -0.2 0.5 0.4
C 0.0 0.0 0.2
C 0.1 0.1 -0.1
S -0.9 -0.6 -0.5
O 0.1 -0.2 -0.1
O 0.2 0.1 -0.1
N 3.2 2.3 0.0
C -1.8 -0.9 0.3
C 0.5 0.8 -0.2
C -0.6 0.3 -0.2
C 0.1 -0.2 0.1
C 0.4 0.0 -0.1
C 0.2 0.3 -0.1
C -0.2 -0.3 0.1
C 0.0 0.0 0.0
N 1.1 1.1 0.2
C -0.2 -1.1 0.3
H 0.1 0.0 -0.1
H 0.0 -0.1 -0.1
H 0.0 -0.1 0.0
H 0.0 0.0 -0.1
H 0.1 0.1 -0.1
H -0.1 -0.1 0.1
H 0.0 -0.1 0.0
H 0.0 -0.1 0.1
H 0.0 -0.1 0.0
H -0.1 0.0 0.0
H -0.1 0.0 0.0
H 0.0 0.0 0.0
H 0.1 0.0 0.1
F 0.0 0.0 -0.3
C 0.0 -0.1 0.2
F 0.1 -0.1 0.2
F 0.1 -0.2 0.3
S -1.4 2.0 0.4
O 0.2 0.0 0.1
O 0.2 -0.4 0.0
O 0.5 -0.6 -0.6
Cl -0.1 0.0 -0.1
C 0.5 0.2 0.2
C -0.5 -0.5 -0.3
C 0.9 -0.6 0.6
C -1.7 -0.5 -2.1
C -0.7 -0.5 2.8
C 0.6 0.9 0.2
C -0.4 0.1 -0.2
H -0.1 0.1 0.0
H 0.0 0.2 0.0
H 0.1 0.1 0.1
H 0.1 0.0 -0.2
H 0.0 -0.1 0.1
H -0.1 -0.1 0.0

Summary:
Gap between HOMO and LUMO (alpha / beta) (eV): 6.14 / 6.24
ΔE to the lowest compared entry with this formula, charge and spin (kcal per mole): 7.8
Charge: 0
LUMO (alpha / beta) (eV): -1.9 / -1.8

Here are the Mulliken charges for atoms 1 to 2, given in e: Rh 0.63; C -1.50

***

# 3
Computed, not measured: a structure of composition C23H50KN3O4SSi3Te in a non-equilibrium geometry, with the ωB97M-V functional and the def2-TZVPD basis.

Positions of all 86 atoms, in Å:
K  0.14041  -0.92723  1.11273
C  3.53007  -1.15147  1.40919
C  3.48931  -0.24012  0.13570
N  2.28392  0.55857  0.00788
C  2.34212  1.93799  0.47151
C  1.11912  2.36267  1.29153
N  0.76802  1.41096  2.32788
C  1.65958  1.31463  3.46623
C  2.89248  0.42106  3.21513
N  2.59254  -0.75614  2.43319
H  4.57192  -1.16767  1.77429
H  3.27788  -2.16902  1.10273
H  3.56198  -0.90315  -0.72818
H  4.38001  0.40519  0.12417
H  1.84955  0.48407  -0.90072
H  2.44031  2.64387  -0.36509
H  3.25032  2.05515  1.06534
H  0.27069  2.43506  0.60539
H  1.31773  3.37081  1.70225
H  -0.18775  1.53050  2.64283
H  1.08233  0.88639  4.28522
H  2.01897  2.30726  3.79662
H  3.33621  0.17322  4.19247
H  3.66239  0.98162  2.68159
H  2.19549  -1.50598  2.97939
C  -2.17425  -2.17326  -0.66716
O  -1.60574  -0.87693  -0.74006
Si  -2.55598  0.52372  -0.90138
C  -3.86578  0.07650  -2.20492
C  -3.54787  0.63526  0.69712
C  -1.53713  1.92559  -1.31389
Si  -2.10981  3.54791  -0.78557
C  -2.12271  3.86007  1.08619
C  -3.86530  4.00172  -1.36502
C  -1.05663  4.99676  -1.40914
Si  -0.69264  1.80994  -2.90735
C  -1.65885  2.58491  -4.35368
C  1.00812  2.64783  -3.01146
C  -0.32349  0.04652  -3.45729
H  -3.02867  -2.27401  -1.34476
H  -2.51230  -2.39237  0.35192
H  -1.41364  -2.89989  -0.95989
H  -4.62356  -0.62048  -1.83264
H  -3.42176  -0.35997  -3.10429
H  -4.37328  0.99819  -2.50441
H  -4.14175  -0.27938  0.79997
H  -4.24190  1.48063  0.67520
H  -2.92512  0.71326  1.58937
H  -2.44635  3.00268  1.67117
H  -2.78284  4.70226  1.32351
H  -1.11603  4.12371  1.42594
H  -4.61163  3.32933  -0.93117
H  -3.94271  3.91681  -2.45249
H  -4.12716  5.02623  -1.07595
H  -0.01894  4.89544  -1.08094
H  -1.45571  5.92451  -0.98400
H  -1.05833  5.09714  -2.49734
H  -1.77475  3.66642  -4.23178
H  -2.66080  2.15192  -4.41873
H  -1.14327  2.40716  -5.30458
H  1.02202  3.65163  -2.58787
H  1.32028  2.71633  -4.05960
H  1.76274  2.05143  -2.48868
H  -1.21375  -0.57609  -3.56313
H  0.32495  -0.47683  -2.74920
H  0.18999  0.07123  -4.42488
Te  1.71695  -3.41494  -1.71823
C  2.55852  -5.29690  -1.19267
C  1.74525  -6.40434  -0.92572
C  2.28611  -7.63842  -0.58811
C  3.66237  -7.80864  -0.50506
C  4.48548  -6.72061  -0.76505
C  3.94210  -5.48723  -1.10233
H  0.67007  -6.28773  -0.98440
H  1.62006  -8.47098  -0.38554
H  4.08489  -8.77104  -0.23949
H  5.56397  -6.82659  -0.70373
H  4.59888  -4.64905  -1.30147
C  -2.37982  -1.99017  4.96445
S  -1.20151  -1.10919  3.98157
O  0.11306  -1.64503  4.33225
O  -1.38482  0.29494  4.33272
O  -1.56645  -1.40273  2.59319
H  -2.22185  -1.73119  6.00977
H  -2.23894  -3.05874  4.81337
H  -3.37761  -1.69350  4.64805

Forces on the atoms, in the same order (eV/Å):
K 1.2 -0.1 -1.1
C 0.0 0.1 0.0
C 0.0 0.0 0.1
N 0.0 0.1 -0.1
C 0.0 0.0 0.0
C 0.0 -0.2 0.0
N 0.0 0.3 0.1
C 0.0 -0.1 0.0
C 0.0 0.0 -0.1
N 0.0 0.0 0.1
H 0.0 -0.1 0.0
H 0.0 0.0 0.0
H 0.0 0.0 0.0
H 0.0 0.0 0.0
H 0.1 0.0 -0.1
H 0.0 0.0 0.0
H 0.0 0.0 0.0
H 0.0 0.0 0.0
H 0.0 0.0 0.0
H 0.1 0.1 0.1
H 0.0 0.0 0.0
H 0.0 0.0 0.0
H 0.0 0.0 0.0
H 0.0 0.0 0.0
H 0.1 0.0 0.1
C 0.0 0.1 0.0
O -0.4 0.2 -0.3
Si 0.1 -0.3 0.0
C -0.1 0.0 -0.1
C -0.1 0.0 0.0
C 0.1 0.1 0.0
Si 0.0 -0.1 0.0
C 0.0 0.1 0.0
C -0.1 0.1 0.0
C 0.0 0.1 0.0
Si 0.0 0.0 0.1
C 0.0 0.0 -0.1
C 0.1 0.0 0.0
C 0.1 -0.1 -0.1
H 0.0 0.0 0.0
H 0.0 0.0 0.0
H 0.0 0.0 0.0
H 0.0 0.0 0.0
H 0.0 0.0 0.0
H 0.0 0.0 0.0
H 0.0 0.0 0.0
H 0.0 0.0 0.0
H 0.0 0.0 0.0
H -0.1 -0.1 0.0
H 0.0 0.0 0.0
H 0.0 0.0 0.0
H 0.0 0.0 0.0
H 0.0 0.0 0.0
H 0.0 0.0 0.0
H 0.0 0.0 0.0
H 0.0 0.0 0.0
H 0.0 0.0 0.0
H 0.0 0.0 0.0
H 0.0 0.0 0.0
H 0.0 0.0 0.0
H 0.0 0.0 0.0
H 0.0 0.0 0.0
H 0.0 0.0 0.0
H 0.0 0.0 0.0
H 0.0 0.0 0.0
H 0.0 0.0 0.0
Te 0.1 -0.1 0.0
C -0.1 0.2 0.0
C 0.1 -0.1 0.0
C -0.1 0.1 0.0
C 0.0 0.0 0.0
C 0.0 0.1 0.0
C 0.0 -0.1 0.0
H 0.0 0.0 0.0
H 0.0 0.0 0.0
H 0.0 0.0 0.0
H 0.0 0.0 0.0
H 0.0 0.0 0.0
C -0.1 -0.2 0.2
S 0.1 0.2 -0.1
O -0.1 0.0 0.0
O 0.0 0.0 0.0
O -1.0 -0.3 1.1
H 0.0 0.0 0.0
H 0.0 0.0 0.0
H 0.0 0.0 0.0

Summary:
Gap between HOMO and LUMO (eV): 5.47
ΔE to the lowest compared entry with this formula, charge and spin (kcal per mole): 18.0
Charge: -2
LUMO (eV): 4.0

Here are the Mulliken charges for atoms 1 to 2, given in e: K 0.85; C -0.83

***

Q: What is the formula in the first record?
A: C26H40GaN5O2SSi4